a:
Formula: H4NO2SSi
Source: the Open Molecules 2025 dataset
Level of theory: ωB97M-V/def2-TZVPD

The total charge is -1. The value obtained for the frontier orbital gap is 7.866 eV.

Each line ends with the natural charge from an NBO analysis.
Geometry (Å):
1 N 2.1428 -1.2597 0.4785  -1.2418
2 O 1.1783 0.9960 -0.8361  -1.1869
3 O 3.3706 0.8318 0.6416  -1.0322
4 Si -0.2530 0.6506 -0.3371  1.2531
5 S 2.6141 -0.0013 -0.3032  1.5859
6 H 2.6041 -1.3298 1.3862  0.3532
7 H -1.1367 1.8696 -0.2166  -0.2558
8 H -1.0051 -0.2158 -1.3457  -0.2631
9 H -0.0555 -0.0544 0.8732  -0.2124



b:
Formula: H4NO2SSi
Source: the Open Molecules 2025 dataset
Level of theory: ωB97M-V/def2-TZVPD

The total charge is -1. The value obtained for the frontier orbital gap is 7.635 eV.

Each line ends with the natural charge from an NBO analysis.
Geometry (Å):
1 N -1.2149 -0.8135 0.3650  -1.5755
2 O 1.5548 -1.3837 -0.2379  -0.9201
3 O 2.1372 0.9141 0.6771  -0.9982
4 Si -0.6793 0.6194 -0.1779  1.1959
5 S 1.5189 0.3234 -0.4940  1.0807
6 H 1.0031 -1.6471 0.5591  0.5056
7 H -2.1344 -1.0656 0.7405  0.3675
8 H -1.1740 1.2924 -2.1897  -0.4302
9 H -1.0115 1.7607 0.7578  -0.2257



c:
Formula: H4NO2SSi
Source: the Open Molecules 2025 dataset
Level of theory: ωB97M-V/def2-TZVPD

The total charge is -1. The value obtained for the frontier orbital gap is 8.243 eV.

Each line ends with the natural charge from an NBO analysis.
Geometry (Å):
1 N -0.7559 -1.3027 0.3781  -1.2127
2 O -0.3080 1.4298 0.1262  -1.1912
3 O -2.3309 -0.0512 -0.9015  -1.0099
4 Si 1.0239 0.6288 0.1060  1.2621
5 S -1.6256 -0.0142 0.3890  1.5649
6 H -0.6736 -1.8641 -0.4454  0.3631
7 H 1.1797 -0.4658 1.0328  -0.2151
8 H 1.2748 0.2286 -1.1714  -0.2773
9 H 2.2156 1.4107 0.4861  -0.2838



Which of them is most stable, and which least? Most stable: a; least stable: b.



a:
Formula: C3H7N3S2
Source: the Open Molecules 2025 dataset
Level of theory: ωB97M-V/def2-TZVPD

The value obtained for the frontier orbital gap is 8.853 eV. As for the structure (SMILES): CNC(=S)C/N=N/S.

Each line ends with the natural charge from an NBO analysis.
Geometry (Å):
1 C -0.4845 -0.7808 -0.3461  0.1709
2 C 1.0006 -0.8452 -0.6430  -0.3378
3 C -1.9988 -0.3713 1.4213  -0.4379
4 N 1.5494 0.3895 -0.2221  -0.2026
5 N -0.7345 -0.3693 0.8903  -0.5689
6 N 1.8162 1.1613 -1.0899  -0.2705
7 S -1.5996 -1.0024 -1.6098  -0.1885
8 S 2.3179 2.7263 -0.6386  0.1885
9 H 1.3919 -1.5966 -0.0640  0.2137
10 H 1.1144 -0.9074 -1.7044  0.2357
11 H -2.1292 -1.2162 2.0874  0.2009
12 H -2.2840 0.5256 1.9353  0.2079
13 H -2.8160 -0.3895 0.4740  0.2526
14 H 0.1113 -0.4429 1.4188  0.4020
15 H 2.7449 3.1191 -1.9090  0.1341



b:
Formula: C3H7N3S2
Source: the Open Molecules 2025 dataset
Level of theory: ωB97M-V/def2-TZVPD

The value obtained for the frontier orbital gap is 8.565 eV. As for the structure (SMILES): [H]/N=C(\N)NC(=S)CS.

Each line ends with the natural charge from an NBO analysis.
Geometry (Å):
1 C 1.5236 0.2577 -0.2477  0.5714
2 C -0.8266 1.0824 0.0402  0.0768
3 C -1.4589 -0.1185 0.7370  -0.5804
4 H 0.3116 -1.2861 -0.6394  0.3895
5 H 1.9721 -1.6745 -0.5524  0.3959
6 H 3.3942 0.0106 -0.3661  0.3333
7 H 0.8021 2.1727 -0.3163  0.4368
8 H -0.8003 -0.6636 1.3736  0.2343
9 H -2.2988 0.2227 1.3558  0.2637
10 H -3.0538 -1.9060 0.1678  0.1481
11 N 1.1641 -1.1058 -0.1866  -0.8325
12 N 2.7041 0.7606 -0.3077  -0.7115
13 N 0.5148 1.2498 -0.0745  -0.6045
14 S -1.8466 2.2655 -0.4220  -0.0644
15 S -2.1016 -1.2676 -0.5615  -0.0566



Which of them is most stable, and which least? Most stable: b; least stable: a.



a:
Formula: C5H8OS2
Source: the Open Molecules 2025 dataset
Level of theory: ωB97M-V/def2-TZVPD

The value obtained for the frontier orbital gap is 9.593 eV. As for the structure (SMILES): O[C@H]1[C@H]2SCC[C@]21S.

Each line ends with the natural charge from an NBO analysis.
Geometry (Å):
1 C -0.2913 1.4865 -0.3693  0.0967
2 C 0.1961 0.3879 -1.2812  -0.4135
3 C 1.1717 -1.4468 0.3025  -0.4991
4 C -0.0286 -0.7288 0.9446  -0.4380
5 C -0.7532 0.0501 -0.1405  -0.2093
6 H 1.4429 1.7553 0.3513  0.4781
7 H -1.0223 2.1929 -0.7973  0.2013
8 H -0.1654 0.3850 -2.3104  0.2484
9 H 1.9827 -1.6742 1.0030  0.2289
10 H 0.8818 -2.3748 -0.2028  0.2135
11 H 0.3236 -0.0497 1.6934  0.2291
12 H -0.6683 -1.4666 1.4237  0.2337
13 H -3.0314 0.1319 0.4276  0.1207
14 O 0.5654 2.0789 0.5339  -0.6990
15 S 1.8133 -0.3046 -0.9745  0.1978
16 S -2.4169 -0.4231 -0.6040  0.0105



b:
Formula: C5H8OS2
Source: the Open Molecules 2025 dataset
Level of theory: ωB97M-V/def2-TZVPD

The value obtained for the frontier orbital gap (alpha / beta) is 6.695 / 6.697 eV.

Each line ends with the natural charge from an NBO analysis.
Geometry (Å):
1 C 0.0740 0.3619 -1.0293  -0.1064
2 C 0.8572 -0.3057 0.9660  -0.2391
3 C 1.2686 2.3838 0.2040  -0.7594
4 C -0.4557 -0.6186 -1.9804  -0.7461
5 C -0.1939 -0.9852 1.7510  -0.7543
6 O 2.8657 0.9654 1.8545  -0.9549
7 S 0.9518 1.6902 -1.4433  0.4823
8 S 1.4298 1.2253 1.6990  1.1758
9 H 2.2053 2.9363 0.1578  0.2555
10 H 0.4493 3.0598 0.4408  0.2367
11 H -0.7189 -0.1788 -2.9434  0.2236
12 H -1.3295 -1.1137 -1.5542  0.2410
13 H 0.3060 -1.3828 -2.1503  0.2758
14 H -0.6327 -1.8050 1.1866  0.2235
15 H -0.9819 -0.3276 2.1265  0.1912
16 H 0.3170 -1.4106 2.6188  0.2549



Which of them is most stable, and which least? Most stable: a; least stable: b.



a:
Formula: C5H8OS2
Source: the Open Molecules 2025 dataset
Level of theory: ωB97M-V/def2-TZVPD

The value obtained for the frontier orbital gap is 8.313 eV. As for the structure (SMILES): C[C@H]1O[C@@]1(C=S)CS.

Each line ends with the natural charge from an NBO analysis.
Geometry (Å):
1 C 0.3389 -1.9856 -0.4902  -0.6330
2 C -0.7543 -1.0472 -0.0741  0.0892
3 C -0.4933 0.2963 0.3854  0.0645
4 C 0.9091 0.8555 0.4179  -0.5040
5 C -1.5200 1.3807 0.3486  -0.2609
6 H 0.0615 -2.9781 -0.1465  0.2283
7 H 0.3565 -2.0122 -1.5867  0.2224
8 H 1.3110 -1.6607 -0.0091  0.2163
9 H -1.7508 -1.2583 -0.5286  0.2026
10 H 1.0235 1.6912 1.1692  0.2315
11 H 1.6644 0.1303 0.6777  0.2309
12 H 2.4961 2.2145 -0.8437  0.1295
13 H -1.1621 2.3684 0.2427  0.2000
14 O -0.7617 -0.8054 1.3246  -0.4586
15 S 1.4215 1.5498 -1.2295  -0.0560
16 S -3.1402 1.2608 0.3421  0.0972



b:
Formula: C5H8OS2
Source: the Open Molecules 2025 dataset
Level of theory: ωB97M-V/def2-TZVPD

The value obtained for the frontier orbital gap is 9.737 eV. As for the structure (SMILES): C[C@]1(S)CCC(=O)S1.

Each line ends with the natural charge from an NBO analysis.
Geometry (Å):
1 C 0.1165 1.2467 1.8047  0.3518
2 C 1.1434 1.2153 0.5875  -0.4979
3 C 0.9270 -0.0594 -0.1571  -0.4766
4 C -0.5843 -0.2871 -0.4146  -0.0910
5 C -0.9981 -1.6520 -0.4830  -0.7090
6 O 0.3884 1.7493 2.8844  -0.5551
7 S -1.3530 0.4951 1.4075  0.2032
8 S -1.1165 0.8699 -1.7418  -0.0113
9 H 0.8235 2.1274 0.0196  0.2383
10 H 2.2144 1.4135 0.9954  0.2487
11 H 1.4057 0.0867 -1.1612  0.2384
12 H 1.3875 -0.8718 0.3922  0.2217
13 H -2.0327 -1.9995 -0.2399  0.2522
14 H -0.3008 -2.1808 0.2967  0.2275
15 H -0.8129 -2.2461 -1.4107  0.2395
16 H -1.2079 0.0928 -2.7796  0.1195



Which of them is most stable, and which least? Most stable: b; least stable: a.